Entry 1:
{"formula": "C4H8N2Si2", "method": "ωB97M-V/def2-TZVPD", "total_energy_ev": -23008.522, "e_homo_ev": -9.081, "largest_force_ev_per_a": 4.04, "homo_lumo_gap_ha": 0.3076, "de_lowest_kcal_mol": 37.8, "smiles": "[SiH3]C1=N[SiH2]C=CC=N1", "symbols": ["Si", "C", "N", "Si", "C", "C", "C", "N", "H", "H", "H", "H", "H", "H", "H", "H"], "coordinates": [[2.6649, -0.2729, 0.0998], [0.8312, -0.0652, -0.3031], [0.1366, -1.1623, -0.3449], [-1.5586, -1.4514, -0.1280], [-2.3423, 0.3383, 0.0480], [-1.4046, 1.0660, 0.6250], [-0.5585, 1.8447, -0.2170], [0.6023, 1.2642, -0.4630], [2.9598, -1.2056, 1.3537], [3.1072, 0.8492, 0.8175], [3.6456, -0.5270, -0.9799], [-1.6597, -2.3926, 1.0909], [-2.0010, -2.2697, -1.4373], [-2.8607, 0.6908, -0.8498], [-0.7904, 0.6262, 1.4860], [-0.7718, 2.6675, -0.7979]], "forces_ev_per_angstrom": [[0.9656, -1.9461, 1.3966], [1.5970, -2.7185, 0.9844], [-0.2310, 1.4578, -0.0036], [-0.4598, -1.1949, -0.3746], [-0.7901, -1.8473, -1.0668], [1.0717, -0.7007, 2.2944], [3.1337, -2.0324, -0.1044], [-3.2573, 2.2803, -0.7357], [-0.6098, 0.1821, -1.5482], [0.3442, 1.8606, 0.3316], [-0.3091, -0.1393, -0.1256], [-0.1036, 0.7852, -0.7876], [0.1147, 1.1749, 1.4854], [0.2795, 0.2160, 0.1126], [-1.0397, 0.4887, -1.0476], [-0.7061, 2.1336, -0.8110]]}


Entry 2:
{"formula": "C4H6O2", "method": "ωB97M-V/def2-TZVPD", "total_energy_ev": -8339.197, "e_homo_ev": -10.624, "largest_force_ev_per_a": 0.48, "homo_lumo_gap_ha": 0.4295, "de_lowest_kcal_mol": 29.1, "smiles": "O=COC1CC1", "symbols": ["O", "C", "O", "C", "C", "C", "H", "H", "H", "H", "H", "H"], "coordinates": [[2.0294, 0.6898, 1.1563], [2.0721, 0.2128, 0.0555], [1.0776, -0.4438, -0.5635], [-0.1264, -0.5706, 0.1732], [-1.3716, -0.4457, -0.6362], [-0.9843, 0.6362, 0.3408], [2.9458, 0.2451, -0.6133], [-0.0566, -1.3006, 0.9749], [-1.2372, -0.2299, -1.6921], [-2.2077, -1.0977, -0.4027], [-0.6018, 1.5686, -0.0617], [-1.5394, 0.7359, 1.2687]], "forces_ev_per_angstrom": [[0.0053, -0.2373, -0.4204], [0.0931, 0.1311, 0.2685], [0.1026, 0.1216, 0.0411], [-0.1749, -0.0867, 0.1222], [-0.0843, -0.1113, -0.1165], [-0.0008, 0.1352, 0.1119], [-0.0957, 0.0171, 0.0938], [-0.0281, 0.1444, -0.1291], [-0.0143, -0.0462, 0.1734], [0.1516, 0.1087, -0.0159], [-0.0629, -0.1456, 0.0297], [0.1083, -0.0309, -0.1586]]}


Entry 3:
{"formula": "C4H9N2O", "method": "ωB97M-V/def2-TZVPD", "total_energy_ev": -9311.633, "e_homo_ev": -14.714, "largest_force_ev_per_a": 2.92, "total_charge": 1, "homo_lumo_gap_ha": 0.3633, "de_lowest_kcal_mol": 101.1, "symbols": ["C", "C", "C", "C", "N", "N", "O", "H", "H", "H", "H", "H", "H", "H", "H", "H"], "coordinates": [[-2.0757, -0.1746, -0.0846], [0.6407, 0.3886, -0.1286], [0.6616, -0.5436, 1.0123], [1.9109, 0.5002, -0.7721], [-1.4365, -1.0489, -0.7144], [-1.4310, 1.0164, 0.3081], [-0.2748, 1.2552, -0.4150], [-3.1396, -0.2116, 0.1256], [1.3682, -0.1563, 1.7401], [1.0241, -1.5496, 0.7455], [-0.1203, -0.6365, 1.7573], [2.6754, 0.2735, 0.0358], [2.0256, 1.3153, -1.4954], [2.0691, -0.4320, -1.4199], [-1.8680, -1.9043, -1.0809], [-2.0300, 1.9084, 0.3862]], "forces_ev_per_angstrom": [[-0.5471, -0.3763, -1.2247], [-0.4797, -0.0028, 0.9154], [-0.0434, -0.6027, 1.7259], [1.6966, -1.7347, -1.6194], [0.7920, -0.0514, -0.2709], [-2.4010, 1.3282, 0.9298], [0.9062, -0.5561, 0.3155], [-0.0686, 0.2435, 0.4211], [1.0125, 0.3449, -0.3354], [-0.1587, 0.5510, -0.2021], [-1.1051, -0.0294, -0.9834], [-0.5306, 1.0516, -1.1970], [0.2138, 0.1293, 0.7287], [-0.5006, 0.8905, 0.7205], [-0.2580, 0.7015, 0.6014], [1.4716, -1.8872, -0.5253]]}


Entry 4:
{"formula": "C6H6O", "method": "ωB97M-V/def2-TZVPD", "total_energy_ev": -8360.360, "e_homo_ev": -8.840, "largest_force_ev_per_a": 3.33, "homo_lumo_gap_ha": 0.3498, "de_lowest_kcal_mol": 141.7, "smiles": "C#CC(C#C)CO", "symbols": ["C", "C", "C", "C", "C", "C", "O", "H", "H", "H", "H", "H", "H"], "coordinates": [[0.7995, -0.1360, 2.3498], [0.1203, -0.1656, 1.3348], [-0.1522, -0.2064, -0.0701], [-0.6064, -1.4730, -0.6647], [-0.9763, -2.4860, -1.2124], [-0.5334, 1.0486, -0.8608], [0.1870, 2.1425, -0.3489], [0.7982, 0.0392, 3.3939], [0.9960, 0.1504, 0.2221], [-1.2535, -3.4041, -1.6982], [-1.6117, 1.2514, -0.9086], [-0.1836, 0.8956, -1.8890], [-0.1896, 2.3544, 0.5148]], "forces_ev_per_angstrom": [[-1.1339, 0.3951, 0.2259], [-0.6694, -0.0801, 1.4861], [1.4580, 0.3152, -0.0461], [0.5726, -0.2666, -0.2263], [0.3143, 0.6416, 0.3613], [-0.1566, -0.0133, -0.0452], [-0.2282, 0.3833, 0.1175], [0.3557, -0.2282, 0.4423], [-0.6686, -1.4895, -2.9018], [0.0227, 0.4083, 0.2296], [0.0904, -0.1453, 0.1821], [-0.1225, -0.0069, 0.2355], [0.1656, 0.0865, -0.0609]]}